136
Properties=species:S:1:pos:R:3:mulliken_charge:R:1 method="wB97M-V/def2-TZVPD" gap_ev=5.55 charge=+1 lumo_energy_ev=-6.73 total_energy_ev=-198206.338
C -1.45791 -2.87211 -2.51542 -0.463
B -1.27924 -1.45469 -3.35457 0.143
O -2.40418 -0.90599 -4.13410 -0.657
C 0.21501 -0.71590 -3.18530 0.374
C 1.35532 -1.26441 -4.23630 0.093
S 1.16744 -2.56062 -5.56507 0.968
O 0.36720 -3.82536 -5.17063 -0.497
O 2.63193 -3.08796 -5.84643 -0.610
C 0.63340 -1.83147 -7.25006 0.576
F 1.63193 -0.72666 -7.50537 -0.254
F 0.81976 -2.79594 -8.37406 -0.199
C -0.83578 -1.11204 -7.21295 0.609
F -0.72837 0.11182 -6.38672 -0.173
F -1.09690 -0.63071 -8.62152 -0.245
F -1.97021 -2.00266 -6.87879 -0.172
C 2.82179 -0.54477 -4.10271 -0.861
C 3.03938 0.66530 -2.96821 0.660
O 4.41672 1.18312 -2.99152 -0.393
N 1.91807 1.14939 -2.02367 0.394
P 2.24177 2.48515 -0.89070 0.697
O 3.60529 3.26213 -1.07340 -0.589
O 2.26579 1.98760 0.81235 -0.382
O 1.02916 3.74811 -1.20556 -0.441
C 0.51773 0.48769 -2.05368 -0.086
P -0.95444 0.88874 -0.93402 0.649
O -1.68876 -0.53640 -0.15316 -0.340
O -0.70560 1.94023 0.41998 -0.430
S -2.27638 1.85283 -2.06371 -0.092
H -2.52488 -2.91424 -1.98307 0.205
H -0.67655 -2.83137 -1.61397 -0.001
H -1.28347 -3.83784 -3.15157 0.343
H -2.94066 -1.72103 -4.43772 0.329
H 3.69357 -0.90536 -4.82390 0.256
H 5.01131 0.60921 -3.55982 0.388
H 2.18320 0.97336 0.74141 0.565
H 1.14920 4.37448 -0.41318 0.349
H -1.37380 -0.57965 0.79976 0.153
H -1.18014 2.82793 0.26118 0.309
C 1.50802 -3.04726 5.51841 -1.060
C 2.23079 -3.77205 4.39812 -0.138
O 1.69522 -3.39272 3.12036 -0.282
C 2.14589 -2.20265 2.60769 -0.079
O 2.95277 -1.47458 3.17747 -0.590
C 1.53708 -1.94616 1.22973 1.277
F 0.19406 -2.18442 1.19357 -0.273
F 2.08914 -2.74125 0.26829 -0.284
F 1.70442 -0.66228 0.80418 -0.325
H 0.42802 -3.21495 5.45085 0.321
H 1.85972 -3.39422 6.49389 0.493
H 1.66636 -1.96681 5.45803 0.188
H 2.07449 -4.85114 4.50010 0.359
H 3.31272 -3.59862 4.43460 0.246
C 8.23521 -0.70216 2.14912 -0.750
C 8.73943 -0.75027 3.57958 -0.250
O 7.75111 -0.23079 4.48332 -0.315
C 6.74424 -1.09360 4.83545 0.401
O 6.65443 -2.24509 4.42094 -0.533
C 5.79481 -0.43270 5.83395 0.840
F 5.44548 0.83514 5.47017 -0.254
F 6.34644 -0.33181 7.07766 -0.269
F 4.62616 -1.11627 5.99021 -0.211
H 7.92044 0.31321 1.88641 0.307
H 9.01530 -1.02215 1.45292 0.083
H 7.36438 -1.34989 2.01415 0.294
H 9.62468 -0.11298 3.67688 0.372
H 9.03910 -1.76406 3.87008 0.300
C -6.05546 1.06669 -1.33331 -0.738
C -6.65561 0.40997 -2.56266 -0.262
O -6.41552 -1.00621 -2.54923 -0.330
C -7.26078 -1.75300 -1.76818 0.383
O -8.17493 -1.27744 -1.10187 -0.537
C -6.92647 -3.23964 -1.88380 0.826
F -5.58832 -3.48857 -1.78790 -0.198
F -7.32496 -3.76424 -3.07849 -0.254
F -7.52138 -3.99590 -0.91862 -0.242
H -4.99118 0.82345 -1.24841 0.001
H -6.16742 2.15332 -1.38152 0.330
H -6.53710 0.70970 -0.41860 0.339
H -6.17135 0.80548 -3.46173 0.312
H -7.72717 0.62306 -2.65399 0.330
C -3.14509 6.30282 -5.53169 -1.153
C -2.64087 6.25471 -4.10123 0.063
O -3.62919 6.77419 -3.19749 -0.333
C -4.63606 5.91138 -2.84536 0.407
O -4.72587 4.75989 -3.25987 -0.524
C -5.58549 6.57228 -1.84686 0.835
F -5.93482 7.84012 -2.21064 -0.238
F -5.03386 6.67317 -0.60315 -0.252
F -6.75414 5.88871 -1.69060 -0.227
H -3.45986 7.31819 -5.79440 0.317
H -2.36500 5.98283 -6.22789 0.379
H -4.01592 5.65510 -5.66666 0.306
H -1.75562 6.89200 -4.00392 0.329
H -2.34120 5.24092 -3.81073 0.097
C 13.02620 -2.80540 -3.07643 -1.104
C 13.53042 -2.85350 -1.64598 -0.179
O 12.54210 -2.33403 -0.74224 -0.302
C 11.53524 -3.19684 -0.39011 0.023
O 11.44543 -4.34832 -0.80461 -0.519
C 10.58581 -2.53594 0.60839 1.294
F 10.23648 -1.26810 0.24461 -0.363
F 11.13743 -2.43505 1.85210 -0.249
F 9.41715 -3.21951 0.76466 -0.237
H 12.71143 -1.79003 -3.33915 0.297
H 13.80629 -3.12539 -3.77264 0.375
H 12.15537 -3.45312 -3.21141 0.316
H 14.41567 -2.21622 -1.54867 0.315
H 13.83009 -3.86730 -1.35547 0.320
C -11.07652 -1.20616 1.36198 -0.896
C -10.57312 -0.85768 2.75048 -0.231
O -9.81193 0.36019 2.72300 -0.294
C -10.53794 1.52428 2.72108 0.339
O -11.76427 1.56524 2.73566 -0.514
C -9.60867 2.73725 2.74077 0.863
F -8.58095 2.62914 1.84975 -0.215
F -9.03243 2.92296 3.96336 -0.250
F -10.24793 3.90280 2.44028 -0.241
H -10.24483 -1.24842 0.65092 0.144
H -11.58739 -2.17291 1.36695 0.369
H -11.77321 -0.44881 0.99164 0.321
H -9.89913 -1.64534 3.10344 0.315
H -11.39399 -0.78834 3.47390 0.322
C -1.64738 2.53908 7.14084 -1.126
C -0.95686 2.44624 5.79276 -0.214
O -0.76551 1.07376 5.41453 -0.209
C -1.85525 0.44098 4.87207 0.265
O -2.94641 0.97802 4.70851 -0.543
C -1.50110 -0.99049 4.47123 0.890
F -0.80006 -1.65099 5.43771 -0.285
F -0.72919 -1.03299 3.34712 -0.171
F -2.59725 -1.75689 4.20945 -0.261
H -1.09480 1.97007 7.89581 0.303
H -1.72173 3.58022 7.46661 0.382
H -2.65543 2.11691 7.09939 0.322
H 0.03815 2.89873 5.85965 0.333
H -1.50699 2.99158 5.01690 0.287

---

9
Properties=species:S:1:pos:R:3:nbo_charge:R:1 method="wB97M-V/def2-TZVPD" gap_ev=7.74 charge=-1 lumo_energy_ev=4.04 e_above_lowest_ev=1.713 total_energy_ev=-18008.847 smiles="N=[P@]([O-])(O)C=O"
N -1.07630 0.50466 -1.46101 -1.410
P -0.63201 -0.30029 -0.15666 2.122
O -0.86486 -1.75846 0.02682 -1.158
O -1.02421 0.50808 1.19379 -0.989
C 1.40380 -0.16080 0.40386 0.129
O 2.36737 -0.27900 -0.31029 -0.586
H -0.80852 0.05270 -2.30859 0.359
H -0.75263 1.34390 1.06326 0.469
H 1.38737 0.08922 1.54882 0.062

---

56
Properties=species:S:1:pos:R:3:nbo_charge:R:1 method="wB97M-V/def2-TZVPD" gap_ev=8.67 lumo_energy_ev=0.22 e_above_lowest_ev=0.000 total_energy_ev=-59691.254 smiles="O=C(Nc1cccc(Cl)c1)Nc1cc(S(=O)(=O)N2CCOCC2)ccc1N1CCCC1"
O -1.48893 -1.59855 0.72663 -0.631
C -1.87927 -0.48098 0.48704 0.799
N -3.19817 -0.13760 0.28548 -0.625
C -4.32426 -0.95959 0.34428 0.249
C -4.25985 -2.32744 0.59501 -0.281
C -5.42473 -3.07072 0.63824 -0.167
C -6.66174 -2.48320 0.43511 -0.265
C -6.71506 -1.12215 0.18482 -0.005
Cl -8.24334 -0.35473 -0.07356 0.005
C -5.56476 -0.35727 0.13745 -0.305
N -1.06101 0.62569 0.38922 -0.643
C 0.33128 0.65064 0.45796 0.216
C 1.08919 -0.41912 0.91321 -0.248
C 2.46755 -0.33718 0.87954 -0.332
S 3.43187 -1.75328 1.41151 2.338
O 4.77862 -1.30769 1.62488 -0.945
O 2.73368 -2.41014 2.47413 -0.934
N 3.48726 -2.81892 0.14068 -0.676
C 4.28261 -2.46437 -1.00950 -0.260
C 3.40518 -1.88125 -2.12221 -0.086
O 2.35470 -2.76362 -2.44918 -0.527
C 1.52486 -3.01626 -1.33217 -0.088
C 2.32302 -3.61604 -0.16898 -0.260
C 3.11293 0.79120 0.42083 -0.201
C 2.36127 1.88281 0.01591 -0.246
C 0.97334 1.83639 0.03659 0.127
N 0.13242 2.90544 -0.35353 -0.472
C 0.68548 3.92312 -1.23638 -0.223
C 1.18920 5.08370 -0.34953 -0.432
C 0.61824 4.76939 1.04139 -0.425
C -0.41753 3.67021 0.76580 -0.226
H -3.40563 0.83538 0.10951 0.391
H -3.30357 -2.79411 0.75639 0.259
H -5.36758 -4.13006 0.83507 0.220
H -7.56791 -3.06575 0.47011 0.228
H -5.63382 0.70267 -0.05826 0.216
H -1.43421 1.47777 -0.01092 0.413
H 0.61546 -1.30875 1.29081 0.275
H 5.03653 -1.75238 -0.67621 0.237
H 4.77716 -3.37059 -1.37762 0.205
H 3.98201 -1.74669 -3.03902 0.197
H 2.99216 -0.91043 -1.80428 0.166
H 0.76473 -3.71922 -1.67539 0.200
H 1.03609 -2.08374 -1.01611 0.173
H 1.71875 -3.67639 0.73490 0.242
H 2.66562 -4.62051 -0.44373 0.203
H 4.19049 0.81657 0.41968 0.243
H 2.86794 2.77858 -0.30618 0.220
H 1.45204 3.50163 -1.88354 0.215
H -0.13726 4.27074 -1.87000 0.200
H 0.82240 6.03761 -0.72470 0.214
H 2.27667 5.12922 -0.32823 0.211
H 0.17091 5.63874 1.51768 0.220
H 1.39641 4.37779 1.69702 0.212
H -0.59694 3.03492 1.63223 0.218
H -1.36252 4.11849 0.44009 0.189

---

11
Properties=species:S:1:pos:R:3:mulliken_charge:R:1 method="wB97M-V/def2-TZVPD" gap_ev=5.41 charge=+3 lumo_energy_ev=-21.77 e_above_lowest_ev=2.544 total_energy_ev=-10916.196
Tl -1.12898 -1.56626 -1.49026 1.638
C 0.20375 0.82822 -0.31016 -0.470
C 0.07451 -0.11724 0.92368 -0.115
O -0.87940 -1.08926 0.66269 -0.342
O 0.66888 0.10714 -1.46179 -0.312
H 0.94008 1.60321 -0.09731 0.466
H -0.74283 1.32854 -0.51456 0.437
H -0.20199 0.40787 1.83796 0.426
H 1.04216 -0.56568 1.14872 0.403
H -0.94708 -1.67320 1.42167 0.443
H 0.97091 0.73667 -2.12063 0.426

---

13
Properties=species:S:1:pos:R:3:nbo_charge:R:1 method="wB97M-V/def2-TZVPD" gap_ev=10.81 lumo_energy_ev=1.11 e_above_lowest_ev=0.902 total_energy_ev=-5756.621 smiles=COC.N
C -2.42723 -2.47532 1.87595 -0.243
O -2.13750 -1.15841 1.42137 -0.554
C -1.81906 -1.08504 0.04825 -0.251
H -3.08450 -2.96890 1.16847 0.165
H -1.50164 -3.02506 2.00398 0.167
H -2.92253 -2.35514 2.83996 0.192
H -0.82208 -0.64018 -0.06186 0.179
H -1.88576 -2.05960 -0.44611 0.168
H -2.52429 -0.40380 -0.43513 0.178
N 4.93386 4.19718 -2.23705 -1.076
H 4.16824 4.69322 -1.79834 0.357
H 5.45160 3.76002 -1.48864 0.358
H 4.57089 3.52105 -2.89085 0.361

---

22
Properties=species:S:1:pos:R:3:nbo_charge:R:1 method="wB97M-V/def2-TZVPD" gap_ev="6.06 / 6.06" lumo_energy_ev="-0.55 / -0.55" e_above_lowest_ev=5.787 total_energy_ev=-14959.028
C -0.27734 1.58321 -0.00197 -0.234
C -1.28281 0.70311 -0.33722 0.052
C 1.57406 0.07868 -0.11498 0.291
C -2.62280 -2.18298 0.62347 -0.620
C 1.96102 2.45234 0.11911 -0.435
C -2.25496 -1.43678 -0.64325 -0.243
N 3.38116 -1.46300 -0.02541 0.388
N 1.07374 1.30602 -0.11837 -0.263
N -1.08498 -0.51037 -0.47028 -0.532
O 4.52550 -1.50283 0.20100 -0.231
O 2.86576 -0.11342 0.03913 -0.410
H -0.38642 2.59210 0.27914 0.191
H -2.23731 1.13696 -0.41353 0.148
H 1.01976 -0.79093 0.12760 0.233
H -2.91129 -3.20733 0.42573 0.209
H -1.71316 -2.41517 1.09039 0.219
H -3.46771 -1.65352 1.25857 0.203
H 1.52142 3.42803 -0.17034 0.223
H 2.28176 2.66357 1.11574 0.221
H 2.85598 2.53206 -0.45735 0.230
H -1.84771 -2.23614 -1.28836 0.184
H -2.97365 -0.96360 -1.23883 0.176